Record 1
Below is 2 unconnected molecules or ions with the total composition C5H6F2 in a non-equilibrium geometry, with properties calculated with ωB97M-V with the def2-TZVPD basis set.

Properties
**Highest occupied orbital energy**: -9.314 eV
**HOMO-LUMO gap**: 10.235 eV
**E_LUMO**: 0.0338 Eh
**SMILES**: C=C(F)F.C=C=C
**Relative energy (zero: lowest compared OMol25 entry of this formula, charge and spin)**: 205.7 kJ/mol

Last column: Mulliken charge in e.
Geometry (Å):
C -0.663 -1.171 1.083  -0.70
C 0.210 -2.188 1.040  0.50
F 1.542 -2.025 1.125  -0.22
F -0.051 -3.443 0.800  -0.22
H -1.737 -1.476 0.927  0.19
H -0.345 -0.193 1.122  0.43
C -0.900 2.135 -0.348  -0.66
C 0.087 1.488 -0.906  0.20
C 1.134 0.884 -1.380  -0.67
H -0.564 2.879 0.263  0.31
H -1.888 1.758 -0.447  0.31
H 1.210 0.895 -2.422  0.24
H 1.965 0.456 -0.857  0.30

Record 2
Below is 4 unconnected molecules or ions with the total composition C59H38F14NO8PS2 in a non-equilibrium geometry, with properties calculated with ωB97M-V with the def2-TZVPD basis set.

Properties
**Highest occupied orbital energy**: -8.753 eV
**HOMO-LUMO gap**: 7.554 eV
**E_LUMO**: -0.0440 Eh
**SMILES**: O=C1c2cc([PH2]=S)cc(CCCC(F)(F)C(F)(F)F)c2C(=O)N1CCC(F)(F)C(F)(F)S(F)(F)(F)(F)F.O=C1c2ccccc2C(=O)c2ccccc21.O=C1c2ccccc2C(=O)c2ccccc21.O=C1c2ccccc2C(=O)c2ccccc21

Last column: Mulliken charge in e.
Geometry (Å):
O 1.210 -2.030 2.912  -0.44
C 0.234 -1.460 2.541  -0.03
C -0.737 -2.019 1.456  0.06
C -0.550 -2.952 0.389  -1.01
C -1.733 -3.251 -0.408  0.37
P -1.489 -4.446 -1.816  0.30
S -0.248 -5.856 -1.290  -0.44
C -3.021 -2.629 -0.088  -0.74
C -3.194 -1.674 0.976  1.02
C -4.517 -0.980 1.384  -0.67
C -5.701 -1.122 0.353  -0.54
C -6.039 0.300 -0.273  -1.11
C -7.078 1.027 0.622  0.84
F -8.251 0.346 0.767  -0.31
F -6.577 1.243 1.900  -0.30
C -7.328 2.494 -0.003  0.60
F -7.050 3.429 0.934  -0.24
F -8.642 2.556 -0.353  -0.25
F -6.544 2.743 -1.081  -0.26
C -2.013 -1.365 1.757  0.55
C -1.806 -0.397 2.956  -0.28
O -2.607 0.049 3.703  -0.54
N -0.360 -0.223 2.961  0.19
C 0.142 0.873 2.069  -0.68
C 1.344 1.653 2.718  -1.34
C 2.573 1.854 1.737  0.80
F 3.290 2.897 2.282  -0.29
F 2.001 2.197 0.530  -0.28
C 3.382 0.511 1.669  0.92
F 3.490 -0.126 2.860  -0.25
F 2.667 -0.338 0.864  -0.32
S 5.119 0.626 0.939  1.26
F 5.522 -0.796 1.654  -0.33
F 4.647 -0.270 -0.355  -0.33
F 4.777 1.971 0.099  -0.24
F 5.706 1.429 2.209  -0.29
F 6.605 0.664 0.288  -0.31
H 0.439 -3.414 0.217  0.42
H -2.726 -4.906 -2.341  0.09
H -0.826 -3.692 -2.837  0.12
H -3.879 -2.933 -0.717  0.13
H -4.863 -1.428 2.352  0.39
H -4.358 0.105 1.599  0.43
H -5.504 -1.807 -0.499  0.25
H -6.633 -1.494 0.852  0.36
H -6.489 0.126 -1.285  0.51
H -5.066 0.847 -0.351  0.41
H 0.335 0.474 1.045  0.57
H -0.722 1.582 1.963  0.51
H 1.652 1.265 3.714  0.28
H 0.977 2.698 2.902  0.47
O 0.980 -3.543 -10.421  -0.67
C 0.572 -3.690 -9.286  0.51
C -0.204 -2.615 -8.617  0.29
C -0.482 -1.439 -9.306  -0.59
C -1.239 -0.445 -8.704  -0.47
C -1.723 -0.622 -7.411  -0.52
C -1.433 -1.785 -6.714  -0.53
C -0.668 -2.783 -7.311  0.20
C -0.349 -4.016 -6.550  0.41
O -0.708 -4.141 -5.393  -0.62
C 0.408 -5.098 -7.224  0.20
C 0.683 -6.275 -6.533  -0.53
C 1.362 -7.306 -7.164  -0.56
C 1.768 -7.166 -8.489  -0.45
C 1.509 -5.990 -9.176  -0.60
C 0.833 -4.950 -8.546  0.33
H -0.112 -1.299 -10.314  0.47
H -1.458 0.468 -9.244  0.39
H -2.324 0.150 -6.946  0.41
H -1.808 -1.917 -5.706  0.50
H 0.364 -6.389 -5.504  0.56
H 1.572 -8.223 -6.626  0.41
H 2.290 -7.977 -8.983  0.39
H 1.830 -5.885 -10.205  0.47
O 1.455 -3.812 10.432  -0.67
C 0.913 -2.997 9.711  0.61
C -0.284 -2.253 10.180  0.10
C -0.773 -2.478 11.464  -0.55
C -1.866 -1.760 11.925  -0.46
C -2.475 -0.813 11.107  -0.49
C -2.002 -0.597 9.821  -0.48
C -0.910 -1.320 9.351  0.16
C -0.423 -1.094 7.966  0.47
O -1.001 -0.322 7.227  -0.69
C 0.785 -1.823 7.505  -0.14
C 1.274 -1.595 6.222  -0.35
C 2.420 -2.245 5.792  -0.31
C 3.084 -3.126 6.642  -0.84
C 2.592 -3.367 7.916  -0.56
C 1.438 -2.721 8.351  0.35
H -0.298 -3.210 12.105  0.47
H -2.242 -1.934 12.926  0.39
H -3.321 -0.244 11.473  0.40
H -2.482 0.137 9.185  0.47
H 0.763 -0.906 5.559  0.72
H 2.800 -2.063 4.795  0.51
H 3.985 -3.626 6.307  0.41
H 3.110 -4.056 8.572  0.47
O 1.050 4.776 -1.570  -0.70
C 1.751 5.572 -2.164  0.52
C 1.166 6.807 -2.747  0.07
C -0.193 7.062 -2.592  -0.53
C -0.741 8.230 -3.098  -0.48
C 0.066 9.151 -3.761  -0.47
C 1.417 8.893 -3.932  -0.54
C 1.971 7.719 -3.432  0.18
C 3.416 7.445 -3.638  0.62
O 4.105 8.213 -4.281  -0.67
C 4.005 6.222 -3.038  0.24
C 5.365 5.969 -3.191  -0.61
C 5.931 4.846 -2.607  -0.71
C 5.142 3.970 -1.867  -0.31
C 3.783 4.211 -1.724  -0.53
C 3.209 5.333 -2.312  0.10
H -0.824 6.351 -2.072  0.47
H -1.799 8.429 -2.972  0.40
H -0.362 10.069 -4.145  0.40
H 2.041 9.610 -4.453  0.47
H 5.984 6.651 -3.762  0.48
H 6.991 4.654 -2.724  0.41
H 5.587 3.103 -1.406  0.52
H 3.172 3.525 -1.150  0.68

Record 3
Below is a molecular structure, C28H31F5N4O3PdS2 in a non-equilibrium geometry, with properties calculated with ωB97M-V with the def2-TZVPD basis set.

Properties
**Highest occupied orbital energy (spin up / spin down)**: -11.611 / -13.545 eV
**HOMO-LUMO gap (spin up / spin down)**: 5.634 / 5.338 eV
**E_LUMO (spin up / spin down)**: -0.2197 / -0.3016 Eh
**Total charge**: +2
**Multiplicity**: 5

Last column: Mulliken charge in e.
Geometry (Å):
Pd -0.951 0.907 -1.143  0.51
C 2.284 -4.679 -3.226  -1.69
C 1.634 -3.555 -2.505  0.42
C 1.241 -3.705 -1.157  -0.31
C 0.825 -2.621 -0.403  0.25
C 0.537 -2.650 0.993  -1.11
N -0.037 -3.674 1.660  -0.03
C -1.003 -4.604 1.085  -1.00
C -2.295 -3.905 0.632  -0.15
C -3.026 -3.115 1.727  -0.80
N -2.550 -1.739 1.811  0.28
C -2.271 -1.087 2.898  0.03
C -1.804 0.249 2.977  0.23
C -1.576 0.795 4.254  -0.66
C -1.071 2.063 4.433  -0.07
C -0.837 2.635 5.802  -1.68
C -0.771 2.796 3.285  -0.65
C -0.975 2.326 1.989  1.17
C -0.586 3.213 0.910  -0.63
N -0.596 2.986 -0.338  0.50
C -0.180 3.939 -1.349  -0.98
C 0.866 3.348 -2.298  -0.06
C 0.324 2.385 -3.369  -1.02
N 0.162 1.057 -2.793  0.25
C 0.897 0.074 -3.149  -0.22
C 0.995 -1.204 -2.465  1.12
C 1.478 -2.311 -3.144  -0.86
C 0.752 -1.307 -1.048  -0.04
O 0.513 -0.304 -0.313  -0.86
C -1.545 1.033 1.797  0.88
O -1.862 0.533 0.655  -0.84
H 2.132 -5.632 -2.724  0.39
H 3.363 -4.491 -3.260  0.36
H 1.947 -4.746 -4.261  0.41
H 1.369 -4.666 -0.676  0.70
H 0.779 -1.766 1.568  0.70
H -0.039 -3.609 2.664  0.34
H -1.225 -5.358 1.838  0.53
H -0.571 -5.110 0.223  0.25
H -2.968 -4.670 0.244  0.52
H -2.063 -3.228 -0.196  -0.03
H -2.911 -3.593 2.702  0.47
H -4.092 -3.092 1.494  0.36
H -2.504 -1.194 0.952  -0.28
H -2.382 -1.635 3.830  0.43
H -1.812 0.194 5.126  0.41
H -1.243 1.986 6.575  0.38
H -1.296 3.619 5.900  0.39
H 0.230 2.763 5.994  0.35
H -0.351 3.789 3.412  0.52
H -0.237 4.196 1.240  0.30
H 0.238 4.830 -0.870  0.56
H -1.063 4.250 -1.911  0.26
H 1.615 2.821 -1.707  -0.34
H 1.363 4.172 -2.810  0.46
H 1.022 2.348 -4.207  0.53
H -0.639 2.734 -3.742  0.26
H 1.522 0.196 -4.033  0.39
H 1.748 -2.220 -4.189  0.56
C 6.143 3.261 0.128  -0.76
O 4.923 2.750 0.705  -0.29
C 4.124 2.049 -0.031  0.29
S 4.289 1.634 -1.644  -0.17
S 2.703 1.365 0.552  0.01
H 6.672 3.737 0.947  0.25
H 5.918 3.988 -0.651  0.36
H 6.741 2.449 -0.283  0.37
F -3.556 1.770 -0.923  -0.21
C -2.683 1.530 -1.905  0.43
F -2.666 2.620 -2.683  -0.24
C -3.197 0.327 -2.729  0.57
F -2.444 0.182 -3.826  -0.25
F -3.012 -0.798 -1.966  -0.24
F -4.456 0.367 -3.078  -0.25